C4H9NO2 | wB97M-V/def2-TZVPD

Computed properties:
Total energy = -363.00715 Eh
Energy relative to the best compared isomer or geometry (same formula, charge and spin) = 49.19 kcal/mol
Max |F| = 0.7 eV Å⁻¹
Gap between HOMO and LUMO = 10.60 eV
HOMO energy = -9.696 eV
LUMO level = 0.0332 Eh

Geometry as XYZ:
```
16
Properties=species:S:1:pos:R:3:forces:R:3
O 0.991519 -1.119026 -1.089709 -0.291 -0.188 -0.269
O -1.529476 -1.713591 1.792814 0.293 0.109 0.137
N 0.541623 -0.917254 2.397492 -0.044 -0.177 0.204
C -0.370486 -1.451608 1.539077 -0.041 -0.207 0.233
C -0.149014 -0.724378 -1.220256 0.286 -0.524 0.051
C -0.668227 0.541801 -0.666164 0.277 0.200 -0.548
C -0.194407 1.284206 -1.994546 -0.250 0.591 0.111
H -1.030777 1.745691 -2.506449 0.000 0.387 0.071
H 0.294824 0.639990 -2.752204 -0.412 0.131 0.528
H -0.871739 -1.195884 -1.913002 0.173 -0.294 -0.032
H 0.582892 1.988204 -1.711027 -0.173 0.295 -0.098
H -1.750856 0.543408 -0.461929 0.438 0.023 -0.505
H -0.152614 0.900785 0.234619 0.072 -0.133 -0.505
H 0.372230 -1.016306 3.385464 -0.003 0.215 0.061
H 1.498869 -0.872485 2.079970 -0.136 -0.064 0.129
H 0.086281 -1.591086 0.562319 -0.189 -0.364 0.433
```
Positions in Å, forces in eV/Å.

C28H45ClN4RuS | wB97M-V/def2-TZVPD

Computed properties:
Total energy = -2266.05067 Eh
<S²> = 6.01
Max |F| = 3.7 eV Å⁻¹
Gap between HOMO and LUMO (alpha / beta) = 1.35 / 5.18 eV
Spin multiplicity = 5
Net charge = -2
HOMO energy (alpha / beta) = 2.989 / -0.951 eV
LUMO level (alpha / beta) = 0.1593 / 0.1556 Eh

Geometry as XYZ:
```
80
Properties=species:S:1:pos:R:3:forces:R:3
Ru 0.727776 -1.080357 -0.039223 -2.210 2.689 1.192
Cl -0.216685 -0.120053 -1.992273 -1.120 0.923 -1.354
S 0.216633 -1.276375 2.222110 -0.479 -0.935 0.743
N 1.391539 -3.860092 -0.693340 0.268 0.251 0.208
N -3.594934 2.308044 -0.671191 -0.777 1.310 -0.095
N -2.002685 3.745539 -0.523653 -1.565 0.814 -0.213
N 3.041542 -2.443021 -0.610906 -0.136 -0.167 0.187
C 1.459544 2.279367 4.762091 0.012 0.088 -0.020
C 2.489624 -4.526621 -0.197734 0.630 -0.302 -0.063
C -0.556816 3.985056 -0.478989 -0.022 0.066 0.438
C -0.683470 -4.406482 0.459290 -0.412 -0.068 0.243
C -4.032078 0.902598 -0.741681 -0.170 0.067 0.677
C 1.849998 0.020999 3.987379 -0.383 0.526 -0.201
C -5.406547 0.693127 -0.133778 -0.308 -0.298 0.200
C 0.039919 2.936457 0.436030 0.651 -0.419 0.126
C -2.890392 4.231616 -1.483985 -0.053 -0.411 -0.405
C -0.683862 -3.515700 -1.881984 -0.574 0.184 -0.104
C 3.521954 -3.643945 -0.154344 0.250 -0.683 0.032
C 5.119764 -1.237367 -1.075484 0.115 0.276 -0.049
C -0.240028 5.363895 0.056095 0.293 0.265 0.275
C -3.892294 3.321260 -1.578585 0.360 0.184 -0.521
C -0.015495 3.833905 -1.890005 0.092 -0.181 -0.255
C -0.171188 1.214448 3.321520 0.498 0.035 0.175
C 2.901496 -0.183411 -1.404358 0.083 0.718 0.076
C 0.246040 2.323276 4.060772 0.105 -0.390 0.140
C 3.637553 -0.659510 0.909578 -0.051 0.101 0.418
C 0.028022 -4.402583 -0.883034 0.694 0.309 0.349
C 0.137413 -5.808255 -1.439672 -0.156 -0.344 -0.261
C -2.559354 2.688937 0.078901 1.764 -1.981 0.887
C 0.662191 0.080729 3.223965 0.021 0.368 0.335
C 3.713201 -1.115818 -0.537295 -0.502 -0.827 0.099
C 2.256216 1.127967 4.729902 -0.289 -0.040 -0.020
C -3.055692 0.088856 0.090317 0.631 -0.547 -0.214
C 1.680666 -2.525325 -0.741635 1.165 -2.278 -1.375
C -4.008300 0.494840 -2.203443 0.209 -0.147 -0.241
H 3.194789 1.085544 5.287467 -0.262 0.071 -0.102
H 5.564819 -0.236369 -1.062625 0.127 -0.182 0.000
H -4.409967 -0.515772 -2.313123 0.061 0.040 0.006
H -2.717727 5.131395 -2.041878 -0.037 0.101 -0.157
H -1.125698 1.198909 2.790834 0.334 0.146 0.033
H -5.380988 0.887036 0.946069 -0.055 0.140 -0.248
H -3.076221 0.393301 1.135610 -0.011 -0.061 -0.067
H 2.713943 -0.603436 -2.392864 -0.131 0.074 0.120
H -0.871371 -3.383158 0.807936 0.132 -0.208 -0.031
H -0.184499 1.917381 0.094056 0.013 0.296 0.107
H 0.692973 -5.804073 -2.385656 -0.025 -0.055 0.210
H -0.576769 5.471468 1.093784 -0.063 0.016 -0.199
H 4.554598 -3.778580 0.124319 -0.086 -0.144 -0.022
H 4.330508 -1.243107 1.530125 -0.115 0.223 0.012
H -5.648080 -0.369660 -0.260834 -0.147 0.189 0.036
H -2.024511 0.187388 -0.276804 -0.415 0.060 0.170
H -1.651388 -4.914223 0.352921 0.097 0.040 0.085
H 5.079233 -1.579662 -2.114640 0.173 -0.056 0.124
H 1.930136 0.129283 -0.931752 0.841 0.284 -0.456
H 1.132909 3.031656 0.448328 -0.066 0.160 -0.022
H -0.141971 -3.498973 -2.829309 -0.023 0.088 0.008
H 1.053746 4.065591 -1.890541 -0.082 -0.040 -0.050
H 2.427647 -0.900686 3.969808 -0.006 0.220 -0.074
H -2.975762 0.501047 -2.568437 -0.111 -0.015 0.007
H -1.692529 -3.903322 -2.056941 0.024 -0.143 -0.031
H 2.453570 -5.564576 0.074317 0.176 -0.113 -0.100
H 2.595346 -0.842944 1.269215 0.791 0.207 0.010
H 0.609261 -6.509978 -0.742207 -0.063 0.115 -0.126
H 3.842145 0.417408 1.002472 0.125 -0.289 0.027
H -4.721462 3.283828 -2.262012 -0.057 0.104 -0.011
H -0.793530 -2.480882 -1.532896 0.123 -0.404 -0.150
H -6.190701 1.286963 -0.604667 -0.038 0.106 -0.039
H 1.779170 3.144178 5.346958 -0.053 -0.184 -0.170
H -0.379139 3.220276 4.097646 0.182 -0.260 0.026
H -0.323181 3.044808 1.457594 0.012 -0.020 -0.176
H 5.746189 -1.902593 -0.475846 0.002 0.016 -0.119
H -0.879854 -6.166844 -1.647649 0.221 -0.037 0.054
H 0.850044 5.466429 0.050591 -0.108 0.198 0.017
H -0.671466 6.155717 -0.560855 -0.028 0.039 0.023
H -0.148449 2.803140 -2.238343 0.005 0.129 0.023
H -0.527536 4.517357 -2.575351 0.146 -0.042 -0.012
H -3.300862 -0.975301 0.013621 -0.181 0.015 0.023
H -0.088098 -4.934333 1.216198 -0.134 0.124 -0.131
H 3.446895 0.757936 -1.509273 0.104 0.037 -0.057
H -4.607453 1.174433 -2.816742 -0.025 -0.136 0.020
```
Positions in Å, forces in eV/Å.